Formula: C11H12NO6Sn
Source: the OMol25 dataset
Level of theory: ωB97M-V/def2-TZVPD

Properties
net charge: +1
F_max: 7.748 eV Å⁻¹
gap between HOMO and LUMO: 6.78 eV
spin multiplicity: 1
E: -1146.4807 hartree

Atoms and positions in Å:
O1 -2.08684 1.86902 -4.93846
C1 -1.47151 1.35145 -4.11259
Sn1 0.08443 0.12010 -0.55790
C2 1.71778 -1.18081 0.55407
O2 2.37166 -1.86508 1.21351
C3 -0.93679 0.91928 1.54222
O3 -1.55799 1.04861 2.49880
C4 -1.59929 -1.78287 -0.50559
O4 -2.47336 -2.42707 -0.12142
C5 1.47014 2.13919 -0.20426
O5 1.85407 3.20067 -0.03672
H1 -1.38913 1.07701 -0.94181
O6 -0.62197 -1.27605 1.78294
C6 -0.28233 -1.64424 2.94217
C7 -0.76322 -2.98066 3.45173
C8 0.38109 -3.98429 3.61231
C9 1.27001 -3.78560 4.83666
C10 2.05692 -2.49005 4.86850
C11 1.17429 -1.24924 4.91740
N1 0.58952 -0.88961 3.63979
H2 -1.23775 -2.83346 4.42749
H3 -1.53637 -3.39049 2.78168
H4 -0.05051 -4.98836 3.67420
H5 0.98516 -4.00592 2.69859
H6 0.65397 -3.85253 5.74017
H7 1.98969 -4.60805 4.88226
H8 2.69962 -2.48559 5.75377
H9 2.73162 -2.41578 4.01010
H10 0.41480 -1.33883 5.71299
H11 1.78292 -0.39268 5.21011
H12 0.87445 -0.00225 3.21049